[1]
{"formula": "C21H29MoN2S4Sb", "method": "ωB97M-V with the def2-TZVPD basis set", "total_energy_ev": -76946.438, "charge": 2, "homo_energy_ev": -14.617, "gap_ev": 5.38, "e_lumo_ev": -9.24, "spin_multiplicity": 1, "symbols": ["Mo", "C", "C", "C", "C", "C", "C", "C", "C", "C", "C", "C", "C", "N", "C", "C", "C", "C", "C", "N", "C", "C", "C", "C", "H", "H", "H", "H", "H", "H", "H", "H", "H", "H", "H", "H", "H", "H", "H", "H", "H", "H", "H", "H", "H", "H", "H", "H", "H", "H", "H", "H", "H", "S", "Sb", "S", "S", "S"], "positions_angstrom": [[-0.214, 0.151, 0.354], [-0.114, -0.608, 5.372], [0.407, 0.651, 4.670], [1.527, 0.331, 3.680], [-0.715, 1.544, 4.141], [-1.079, 2.610, 4.958], [-2.080, 3.497, 4.609], [-2.742, 3.343, 3.403], [-2.424, 2.307, 2.538], [-3.184, 2.236, 1.222], [-3.990, 0.954, 0.986], [-2.281, 2.597, 0.049], [-1.416, 1.412, 2.931], [-1.141, 0.282, 2.051], [-1.585, -0.976, 2.377], [-0.888, -2.016, 1.854], [-1.011, -3.442, 1.958], [0.046, -3.969, 1.299], [0.825, -2.888, 0.740], [0.269, -1.720, 1.090], [2.044, -3.075, -0.095], [1.574, -3.674, -1.440], [2.790, -1.771, -0.340], [2.969, -4.076, 0.625], [0.698, -1.099, 5.908], [-0.519, -1.336, 4.667], [-0.894, -0.363, 6.094], [0.872, 1.255, 5.450], [1.245, -0.438, 2.961], [2.390, -0.052, 4.226], [1.848, 1.225, 3.142], [-0.554, 2.743, 5.896], [-2.339, 4.312, 5.272], [-3.523, 4.039, 3.125], [-3.919, 3.041, 1.278], [-3.377, 0.094, 0.715], [-4.689, 1.112, 0.164], [-4.576, 0.693, 1.868], [-1.386, 1.939, 0.019], [-1.875, 3.605, 0.130], [-2.781, 2.476, -0.911], [-2.443, -1.092, 3.029], [-1.782, -3.962, 2.506], [0.298, -5.013, 1.209], [0.926, -2.980, -1.980], [1.040, -4.614, -1.303], [2.452, -3.868, -2.057], [2.217, -1.104, -0.987], [3.716, -1.989, -0.873], [3.040, -1.258, 0.589], [2.505, -5.054, 0.752], [3.274, -3.704, 1.604], [3.864, -4.214, 0.019], [-0.685, 2.833, -3.346], [0.323, 0.915, -3.180], [-1.177, -0.477, -1.488], [1.355, 1.439, 0.007], [1.832, -0.474, -3.897]]}

---

[2]
{"formula": "C21H29N3O", "method": "ωB97M-V with the def2-TZVPD basis set", "smiles": "CCN(CC)Cc1nc2c(c(=O)[nH]1)C(CC)(CC)Cc1ccccc1-2", "total_energy_ev": -28766.907, "homo_energy_ev": -8.294, "gap_ev": 8.55, "e_lumo_ev": 0.25, "spin_multiplicity": 1, "de_lowest_kcal_mol": 2.68, "symbols": ["C", "C", "N", "C", "C", "C", "C", "N", "C", "C", "C", "O", "N", "C", "C", "C", "C", "C", "C", "C", "C", "C", "C", "C", "C", "H", "H", "H", "H", "H", "H", "H", "H", "H", "H", "H", "H", "H", "H", "H", "H", "H", "H", "H", "H", "H", "H", "H", "H", "H", "H", "H", "H", "H"], "positions_angstrom": [[-4.700, -1.494, -1.889], [-3.447, -1.032, -1.152], [-3.714, -0.807, 0.255], [-4.527, 0.356, 0.571], [-5.884, -0.070, 1.134], [-2.600, -1.080, 1.129], [-1.294, -0.414, 0.757], [-0.207, -1.101, 0.798], [0.974, -0.486, 0.491], [1.063, 0.841, 0.150], [-0.164, 1.586, -0.036], [-0.311, 2.704, -0.496], [-1.307, 0.879, 0.358], [2.382, 1.511, -0.156], [2.434, 2.924, 0.471], [2.053, 2.982, 1.947], [2.497, 1.678, -1.688], [2.528, 0.368, -2.467], [3.567, 0.701, 0.396], [3.415, -0.785, 0.336], [4.520, -1.618, 0.234], [4.373, -2.994, 0.262], [3.114, -3.555, 0.402], [2.005, -2.739, 0.502], [2.147, -1.354, 0.468], [-4.450, -1.754, -2.914], [-5.453, -0.711, -1.908], [-5.118, -2.367, -1.395], [-2.688, -1.815, -1.220], [-3.045, -0.134, -1.653], [-4.683, 0.962, -0.329], [-4.034, 0.989, 1.319], [-5.743, -0.662, 2.034], [-6.423, -0.673, 0.410], [-6.481, 0.806, 1.378], [-2.407, -2.158, 1.142], [-2.872, -0.784, 2.147], [-2.180, 1.383, 0.259], [1.755, 3.573, -0.080], [3.448, 3.310, 0.344], [2.157, 4.002, 2.309], [2.684, 2.342, 2.561], [1.019, 2.677, 2.090], [1.648, 2.274, -2.026], [3.406, 2.245, -1.903], [2.557, 0.578, -3.535], [3.402, -0.226, -2.212], [1.641, -0.228, -2.263], [3.705, 0.957, 1.452], [4.478, 1.006, -0.125], [5.505, -1.184, 0.133], [5.243, -3.629, 0.178], [3.000, -4.629, 0.429], [1.014, -3.152, 0.603]]}